25
Properties=species:S:1:pos:R:3:forces:R:3:mulliken_charge:R:1 method="wB97M-V/def2-TZVPD" charge=+1 e_homo_ev=-12.1 e_above_lowest_kcal_mol=11.1
N -0.721273 0.609930 0.025541 -1.224 0.421 -1.023 -0.168
C 0.238765 -0.305877 -0.548523 -0.216 -0.998 -0.127 0.155
C -0.518056 1.162434 1.358641 -1.093 -1.227 0.411 -0.728
H 0.985964 -0.503710 0.215782 0.576 -0.022 -0.362 0.155
H 1.715319 -1.879390 2.702613 -0.341 -0.844 -0.971 0.240
C -0.488961 -0.609932 -3.656893 0.111 -1.325 1.444 -0.775
H 1.407464 1.228742 -1.491673 -0.851 -1.156 -0.783 0.405
H -0.877322 -1.418924 -2.981123 0.570 0.753 -0.139 0.284
H 1.644528 -0.193372 2.292205 0.756 0.358 0.488 0.287
H -0.202957 -1.329557 -0.731169 0.248 1.082 0.079 0.381
H 1.181730 -0.927278 3.933036 -0.137 0.849 -0.536 0.286
H -0.939494 0.636261 3.393798 -0.036 -0.306 0.204 0.364
H 1.667550 -0.379174 -2.107597 0.654 -0.633 -0.547 0.341
C 0.865960 0.263394 -1.821211 0.925 0.808 1.117 -1.251
H -1.973196 -0.184749 2.158846 0.142 -0.016 0.330 0.363
O -0.141498 -1.030614 2.356093 -2.950 -0.849 -0.842 -0.339
O 0.004754 0.543477 -2.916169 -0.318 -0.712 -0.289 -0.307
H 0.555430 1.315388 1.512297 -0.318 0.868 -0.127 0.325
C -0.960907 0.146588 2.415032 1.029 -0.309 -0.112 -0.577
H 0.221103 -1.124027 -4.330454 0.128 0.805 0.349 0.288
H -1.369572 -0.341808 -4.193062 -0.364 0.754 -0.599 0.321
C 1.124220 -0.988938 2.817909 1.693 0.945 1.985 -0.678
Cs -0.551894 3.134639 -1.860818 -0.284 0.388 -0.042 1.032
H -1.234500 2.011267 1.522718 1.226 -0.091 -0.281 0.351
H -1.633163 0.165233 -0.065818 0.073 0.455 0.370 0.243